A 2-piece molecular cluster, C11H25BFO3S overall at a distorted geometry, computed with ωB97M-V/def2-TZVPD.

Properties
net charge: -1
gap between HOMO and LUMO: 6.26 eV
HOMO energy: -4.1 eV
total energy: -32184.560 eV
spin multiplicity: 1

Positions of all 42 atoms, in Å:
C: -2.32 4.40 -2.67
O: -1.18 4.06 -3.45
C: -0.20 3.42 -2.62
C: -0.80 2.15 -1.95
C: 0.30 1.19 -1.36
C: -0.32 0.39 -0.16
C: -0.01 0.98 1.24
C: -0.78 2.31 1.56
B: -0.07 3.70 0.98
F: 1.28 3.49 0.44
H: -2.82 5.26 -3.17
H: -3.05 3.57 -2.61
H: -1.99 4.75 -1.68
H: 0.66 3.10 -3.23
H: 0.17 4.13 -1.85
H: -1.49 2.39 -1.11
H: -1.40 1.55 -2.66
H: 1.25 1.70 -1.12
H: 0.52 0.45 -2.16
H: -1.42 0.35 -0.33
H: 0.08 -0.66 -0.23
H: -0.37 0.23 1.98
H: 1.08 1.07 1.43
H: -1.84 2.29 1.20
H: -0.84 2.37 2.67
H: 0.04 4.46 1.93
H: -0.84 4.23 0.21
C: 2.25 -4.97 1.57
C: 0.94 -5.75 1.53
C: -0.20 -4.73 1.63
S: 0.43 -3.20 0.93
O: 0.51 -2.22 1.97
O: -0.24 -2.95 -0.33
C: 2.08 -3.81 0.60
H: 3.10 -5.60 1.29
H: 2.43 -4.59 2.58
H: 0.86 -6.30 0.59
H: 0.88 -6.48 2.34
H: -1.08 -5.05 1.07
H: -0.48 -4.53 2.67
H: 2.80 -3.01 0.74
H: 2.10 -4.15 -0.44


A 3-piece molecular cluster, C11H25BO9 overall at a distorted geometry, computed with ωB97M-V/def2-TZVPD.

Properties
gap between HOMO and LUMO: 9.81 eV
HOMO energy: -9.8 eV
SMILES string: O=C(O)COC(=O)OB(O)O.CCOCC.CCOCC
energy relative to the best compared isomer or geometry (same formula, charge and spin): 2.733 eV
total energy: -30914.226 eV
spin multiplicity: 1

Positions of all 46 atoms, in Å:
O: -4.46 0.33 3.55
C: -3.53 0.42 4.54
O: -3.95 0.08 5.91
C: -2.02 0.86 4.06
O: -1.15 -0.27 3.71
C: -1.62 -0.98 2.51
O: -2.63 -1.90 2.50
O: -0.92 -0.72 1.24
B: -1.75 0.07 0.30
O: -3.12 0.61 0.62
O: -1.23 0.42 -1.06
H: -4.95 0.01 5.89
H: -1.50 1.39 5.00
H: -2.15 1.66 3.22
H: -3.02 1.60 0.42
H: -1.17 -0.45 -1.55
C: 1.58 1.03 1.02
C: 1.49 2.50 0.65
O: 1.13 3.33 1.75
C: 2.01 3.33 2.87
C: 3.42 3.79 2.53
H: 0.64 0.67 1.44
H: 1.83 0.43 0.14
H: 2.36 0.84 1.77
H: 0.71 2.62 -0.11
H: 2.42 2.85 0.20
H: 2.01 2.35 3.34
H: 1.58 4.03 3.60
H: 3.90 3.12 1.81
H: 4.04 3.81 3.43
H: 3.40 4.79 2.09
C: 1.01 -4.60 -4.74
C: 0.30 -3.83 -3.64
O: 0.91 -2.56 -3.36
C: 0.95 -1.63 -4.43
C: -0.41 -1.25 -4.97
H: 2.06 -4.76 -4.48
H: 0.53 -5.58 -4.89
H: 0.98 -4.07 -5.69
H: 0.35 -4.41 -2.71
H: -0.76 -3.69 -3.86
H: 1.60 -2.01 -5.23
H: 1.44 -0.73 -4.05
H: -0.94 -2.12 -5.39
H: -0.32 -0.51 -5.77
H: -1.04 -0.84 -4.18


C11H25HfINO2P2 as an isolated structure at a distorted geometry, computed with ωB97M-V/def2-TZVPD.

Properties
net charge: +1
gap between HOMO and LUMO: 6.52 eV
HOMO energy: -11.1 eV
energy relative to the best compared isomer or geometry (same formula, charge and spin): 0.933 eV
total energy: -45375.788 eV
spin multiplicity: 1

Positions of all 43 atoms, in Å:
C: -0.15 3.13 -0.35
C: -0.56 1.80 -0.17
N: 0.24 0.87 0.41
C: 1.50 1.22 0.75
C: 1.98 2.50 0.52
C: 1.15 3.48 -0.02
C: -1.83 1.36 -0.81
P: -2.68 -0.10 -0.11
Hf: -0.52 -1.31 0.65
P: 1.98 -1.56 1.18
C: 2.44 0.23 1.40
O: -0.91 0.69 -3.06
O: 1.18 -0.41 -2.44
H: -0.87 3.82 -0.79
H: 3.02 2.71 0.76
H: 1.51 4.48 -0.22
C: -3.83 0.39 1.20
C: -3.77 -0.61 -1.47
H: 3.45 0.35 0.97
H: 2.50 0.41 2.48
H: -1.46 1.06 -1.99
H: -2.55 2.18 -0.91
C: 2.52 -2.30 2.74
C: 3.20 -2.12 -0.05
H: -0.18 -2.07 -1.26
H: 1.38 -1.06 -3.13
H: 0.26 0.13 -2.76
H: -0.93 1.46 -3.65
H: -0.73 -0.81 2.28
H: 0.21 -1.33 -1.15
H: -4.66 0.98 0.81
H: -4.23 -0.53 1.65
H: -3.31 0.94 2.00
H: -4.68 0.02 -1.47
H: -3.23 -0.51 -2.42
H: -4.04 -1.66 -1.30
H: 4.22 -1.94 0.31
H: 3.05 -3.19 -0.22
H: 3.02 -1.58 -0.99
H: 3.62 -2.29 2.82
H: 2.09 -1.74 3.58
H: 2.15 -3.33 2.78
I: -1.51 -3.77 1.44


C11H25N2O5P2Pt as an isolated structure at a distorted geometry, computed with ωB97M-V/def2-TZVPD.

Properties
net charge: +1
gap between HOMO and LUMO (alpha / beta): 5.65 / 5.26 eV
HOMO energy (alpha / beta): -8.6 / -12.1 eV
total energy: -46839.222 eV
spin multiplicity: 5

Positions of all 46 atoms, in Å:
C: 0.94 -1.47 -4.13
C: 0.96 -1.11 -2.79
N: -0.21 -0.86 -2.15
C: -1.41 -1.15 -2.72
C: -1.45 -1.55 -4.04
C: -0.27 -1.69 -4.77
C: 2.25 -0.99 -2.03
P: 2.05 -0.40 -0.30
Pt: -0.18 -0.05 -0.23
P: -2.41 -0.18 -0.29
C: -2.68 -1.04 -1.89
O: 2.90 4.32 -4.53
O: -0.91 2.79 -1.71
H: 1.90 -1.57 -4.63
H: -2.43 -1.75 -4.47
H: -0.30 -1.98 -5.82
C: 2.73 -1.65 0.81
C: 3.04 1.08 -0.09
H: -3.46 -0.52 -2.45
H: -3.10 -2.04 -1.65
H: 2.94 -0.31 -2.52
H: 2.77 -1.97 -1.98
C: -3.04 -1.17 1.07
C: -3.39 1.34 -0.35
H: -0.38 0.92 1.10
H: -0.84 3.38 -0.94
H: 2.31 4.20 -5.27
H: 3.33 3.45 -4.42
H: -0.10 -1.54 0.43
H: -1.11 3.39 -2.47
H: 3.83 -1.62 0.77
H: 2.38 -1.43 1.83
H: 2.38 -2.65 0.51
H: 4.10 0.81 -0.08
H: 2.82 1.77 -0.92
H: 2.76 1.54 0.86
H: -4.46 1.12 -0.47
H: -3.24 1.87 0.60
H: -3.02 1.97 -1.18
H: -4.13 -1.05 1.17
H: -2.80 -2.22 0.90
H: -2.54 -0.84 1.99
O: -0.29 -0.75 3.40
N: 0.37 0.22 3.89
O: 0.05 0.69 5.01
O: 1.34 0.72 3.24


C11H25N5O7Rh as an isolated structure at a distorted geometry, computed with ωB97M-V/def2-TZVPD.

Properties
net charge: +1
gap between HOMO and LUMO (alpha / beta): 5.80 / 5.59 eV
HOMO energy (alpha / beta): -10.2 / -12.0 eV
total energy: -36586.999 eV
spin multiplicity: 5

Positions of all 49 atoms, in Å:
O: 3.91 3.14 -1.45
H: 4.21 4.01 -1.15
Rh: 0.30 -0.07 0.44
N: 0.52 -2.01 0.49
N: 1.19 -0.31 -1.28
N: -0.99 0.01 1.92
N: -0.14 1.84 0.30
O: 0.24 -2.89 1.55
O: -1.42 -1.00 2.80
O: 0.29 2.78 -0.65
O: 1.20 0.60 -2.35
C: 1.43 -1.67 -1.64
C: 1.08 -2.57 -0.69
C: -1.53 1.17 2.09
C: -1.07 2.23 1.10
C: 1.23 -4.09 -0.76
H: 0.25 -4.56 -0.62
H: 1.89 -4.44 0.02
H: 1.62 -4.44 -1.71
C: 2.04 -1.96 -3.01
H: 2.96 -1.38 -3.13
H: 1.35 -1.65 -3.79
H: 2.28 -3.01 -3.16
C: -2.57 1.54 3.15
C: -1.71 3.62 1.13
H: -2.53 0.88 4.02
H: -3.58 1.46 2.74
H: -2.43 2.55 3.53
H: -1.63 4.13 0.17
H: -1.23 4.25 1.88
H: -2.78 3.57 1.35
H: -0.92 -1.78 2.50
H: 1.11 2.37 -1.00
C: 3.74 2.34 -0.34
H: 3.75 1.28 -0.56
H: 2.99 2.70 0.34
H: 4.66 2.45 0.24
O: 1.80 -0.33 2.22
H: 0.88 0.08 2.32
H: 1.67 -1.12 1.63
C: -3.09 -0.57 -2.07
C: -2.17 -0.89 -0.93
N: -2.47 -1.93 -0.12
O: -1.18 -0.17 -0.79
H: -3.95 -1.27 -2.12
H: -2.53 -0.64 -3.03
H: -3.49 0.46 -1.95
H: -1.88 -2.20 0.66
H: -3.31 -2.50 -0.29


C11H26BCl2FK2NaO14PS2V as an isolated structure at a distorted geometry, computed with ωB97M-V/def2-TZVPD.

Properties
net charge: +1
gap between HOMO and LUMO: 1.26 eV
HOMO energy: -7.9 eV
energy relative to the best compared isomer or geometry (same formula, charge and spin): 2.003 eV
total energy: -162631.640 eV
spin multiplicity: 1

Positions of all 62 atoms, in Å:
F: -0.53 -3.48 -2.64
B: 0.25 -4.56 -2.61
S: -0.32 -6.18 -3.40
S: 1.92 -4.57 -1.81
H: -0.87 -6.85 -2.33
H: 1.70 -5.52 -0.86
C: 2.21 -1.03 4.68
O: 2.51 -1.01 3.26
P: 2.24 -2.29 2.37
O: 1.04 -3.08 2.72
O: 3.60 -3.08 2.31
C: 4.00 -3.87 3.44
O: 2.20 -1.70 0.90
C: 0.93 -1.31 0.45
H: 3.01 -0.51 5.20
H: 1.27 -0.50 4.86
H: 2.14 -2.05 5.07
H: 3.13 -4.27 3.98
H: 4.60 -3.27 4.12
H: 4.59 -4.71 3.08
H: 0.49 -0.56 1.13
H: 0.33 -2.21 0.44
H: 1.02 -0.90 -0.56
C: -2.40 -3.75 1.31
C: -1.90 -5.03 1.96
O: -0.47 -5.08 1.91
H: -2.06 -3.67 0.28
H: -3.49 -3.70 1.33
H: -2.00 -2.88 1.84
H: -2.28 -5.90 1.42
H: -2.23 -5.10 2.99
H: -0.13 -4.31 2.40
Na: -0.33 1.07 0.25
C: 3.94 2.56 1.61
Cl: 4.55 4.05 2.31
Cl: 2.17 2.48 1.71
H: 4.23 2.51 0.56
H: 4.35 1.72 2.15
C: -3.16 3.14 -4.50
C: -2.11 4.22 -4.52
O: -1.31 3.90 -3.36
C: -1.48 2.61 -3.10
O: -0.82 1.99 -2.29
O: -2.46 2.06 -3.83
H: -3.49 2.84 -5.49
H: -4.03 3.42 -3.90
H: -1.47 4.17 -5.41
H: -2.54 5.22 -4.45
C: -4.17 7.39 -4.15
O: -4.17 6.15 -4.63
H: -3.72 8.17 -4.80
H: -5.18 7.81 -3.94
H: -3.66 7.53 -3.17
K: -1.68 -5.44 -0.17
C: 0.48 2.21 4.81
O: 1.50 2.86 5.07
O: 0.20 1.05 5.33
O: -0.44 2.59 3.97
K: -2.15 1.05 3.62
O: -0.87 5.93 -6.68
V: 0.81 5.86 -6.31
O: 2.48 5.79 -5.94


A 4-piece molecular cluster, C11H26Cl2NO10S3 overall at a distorted geometry, computed with ωB97M-V/def2-TZVPD.

Properties
net charge: -1
gap between HOMO and LUMO: 4.97 eV
HOMO energy: -3.0 eV
total energy: -91343.008 eV
spin multiplicity: 1

Positions of all 53 atoms, in Å:
O: 4.41 4.58 0.26
C: 4.73 3.98 -0.68
Cl: 4.43 4.76 -2.29
C: 5.38 2.60 -0.53
N: 4.41 1.54 -0.59
Cl: 4.47 0.77 -2.17
H: 5.88 2.61 0.44
H: 6.14 2.40 -1.31
O: 2.28 -2.14 -3.16
S: 1.99 -2.62 -1.84
O: 2.50 -3.88 -1.39
O: 0.40 -2.59 -1.62
C: -0.45 -3.23 -2.57
C: -0.47 -4.74 -2.38
C: 2.37 -1.38 -0.65
H: -0.15 -2.97 -3.59
H: -1.45 -2.83 -2.40
H: 0.49 -5.18 -2.63
H: -1.23 -5.19 -3.03
H: -0.69 -5.00 -1.34
H: 1.94 -0.44 -0.96
H: 3.46 -1.29 -0.59
H: 1.97 -1.69 0.32
O: 1.89 -0.27 2.66
S: 0.80 0.34 3.36
O: -0.56 0.09 2.99
O: 1.06 1.90 3.41
C: 1.31 2.59 2.16
C: 0.03 2.82 1.37
C: 0.98 0.02 5.09
H: 2.05 2.04 1.57
H: 1.76 3.54 2.42
H: -0.39 1.88 1.01
H: 0.24 3.45 0.50
H: -0.72 3.30 1.99
H: 2.00 0.26 5.38
H: 0.77 -1.03 5.25
H: 0.27 0.64 5.63
O: -3.40 -1.73 -1.38
S: -4.19 -1.10 -0.37
O: -5.61 -1.28 -0.33
O: -3.86 0.46 -0.35
C: -3.96 1.19 -1.58
C: -5.39 1.51 -1.94
C: -3.53 -1.49 1.21
H: -3.46 0.64 -2.38
H: -3.40 2.11 -1.42
H: -5.95 0.61 -2.19
H: -5.43 2.18 -2.81
H: -5.91 1.98 -1.11
H: -2.45 -1.31 1.20
H: -3.73 -2.54 1.41
H: -4.02 -0.87 1.96


C11H26ClI2IrN2P2Se as an isolated structure at a distorted geometry, computed with ωB97M-V/def2-TZVPD.

Properties
net charge: +3
gap between HOMO and LUMO (alpha / beta): 4.35 / 4.38 eV
HOMO energy (alpha / beta): -16.2 / -18.1 eV
energy relative to the best compared isomer or geometry (same formula, charge and spin): 0.739 eV
total energy: -130267.028 eV
spin multiplicity: 6

Positions of all 46 atoms, in Å:
I: -4.49 4.13 -0.76
I: -4.04 2.45 -2.82
Ir: -0.61 0.91 0.12
P: 0.66 2.25 -1.18
C: 1.26 1.56 -2.76
C: -0.09 3.84 -1.67
H: 0.69 4.42 -2.19
H: 2.73 3.42 -0.96
H: -0.42 4.38 -0.78
H: 1.93 3.25 0.63
H: 0.40 1.38 -3.41
H: -0.94 3.66 -2.32
C: 2.19 2.74 -0.29
H: 1.93 2.29 -3.23
H: 2.84 1.88 -0.05
H: 1.80 0.62 -2.61
P: -2.18 -0.07 1.42
C: -2.76 -1.72 0.93
C: -1.54 -0.30 3.13
H: -3.50 1.88 2.04
H: -4.33 0.34 2.41
H: -4.26 0.97 0.72
C: -3.72 0.88 1.67
H: -1.25 0.67 3.55
H: -2.36 -0.73 3.71
H: -3.44 -2.10 1.70
H: -1.92 -2.42 0.82
H: -0.68 -0.98 3.17
H: -3.29 -1.63 -0.01
Cl: -0.71 2.71 1.61
C: 0.32 -3.48 1.52
N: 1.16 -3.11 0.42
C: 1.68 -4.01 -0.48
C: 2.54 -3.32 -1.29
N: 2.51 -2.01 -0.86
C: 3.39 -0.98 -1.38
C: 1.62 -1.86 0.14
Se: 1.18 -0.29 1.03
H: 0.88 -4.18 2.16
H: -0.57 -3.98 1.13
H: 0.06 -2.58 2.08
H: 1.37 -5.05 -0.44
H: 3.16 -3.59 -2.13
H: 4.42 -1.29 -1.19
H: 3.21 -0.90 -2.45
H: 3.16 -0.05 -0.85


C11H26ClI2N2P2Tc as an isolated structure at a distorted geometry, computed with ωB97M-V/def2-TZVPD.

Properties
net charge: +3
gap between HOMO and LUMO (alpha / beta): 5.44 / 5.65 eV
HOMO energy (alpha / beta): -19.1 / -19.1 eV
energy relative to the best compared isomer or geometry (same formula, charge and spin): 0.000 eV
total energy: -64279.858 eV
spin multiplicity: 4

Positions of all 45 atoms, in Å:
I: -1.69 -2.04 -0.84
I: 1.53 2.16 -0.22
Tc: -0.07 -0.17 0.47
P: 1.45 -1.32 1.50
C: 1.12 -1.18 3.29
C: 1.47 -3.11 1.09
H: 2.25 -3.59 1.69
H: 3.80 -1.62 1.90
H: 1.68 -3.22 0.02
H: 3.51 -0.90 0.27
H: 0.14 -1.61 3.50
H: 0.48 -3.55 1.31
C: 3.22 -0.87 1.33
H: 1.92 -1.70 3.83
H: 3.38 0.14 1.74
H: 1.11 -0.10 3.54
P: -1.11 1.02 -1.74
C: -2.59 2.04 -1.34
C: -0.08 2.20 -2.75
H: -0.96 -0.64 -3.52
H: -2.07 0.70 -3.96
H: -2.61 -0.59 -2.81
C: -1.76 0.02 -3.16
H: 0.82 1.67 -3.08
H: -0.66 2.55 -3.61
H: -3.03 2.42 -2.28
H: -2.30 2.88 -0.70
H: 0.21 3.05 -2.11
H: -3.32 1.39 -0.81
Cl: 1.23 -0.84 -1.54
C: -2.60 3.97 2.99
C: -2.36 2.54 2.75
C: -2.94 1.38 3.24
C: -2.31 0.29 2.62
N: -1.37 0.79 1.78
N: -1.42 2.14 1.88
C: -2.53 -1.16 2.81
H: -3.66 4.20 2.83
H: -2.37 4.22 4.04
H: -1.97 4.58 2.31
H: -3.72 1.28 3.97
H: -0.82 2.74 1.32
H: -2.30 -1.47 3.85
H: -3.61 -1.36 2.69
H: -1.97 -1.80 2.10


C11H26CrN2O2P2 as an isolated structure at a distorted geometry, computed with ωB97M-V/def2-TZVPD.

Properties
net charge: +1
gap between HOMO and LUMO (alpha / beta): 6.83 / 4.99 eV
HOMO energy (alpha / beta): -9.4 / -10.2 eV
energy relative to the best compared isomer or geometry (same formula, charge and spin): 0.000 eV
total energy: -65894.478 eV
spin multiplicity: 6

Positions of all 44 atoms, in Å:
Cr: 0.18 0.06 -0.52
P: 0.65 2.25 0.09
P: 1.82 -1.46 0.37
N: -1.49 0.84 -1.22
N: -0.88 -1.63 -0.78
H: -3.35 0.19 -2.01
H: -2.94 -2.11 -0.77
H: -3.20 0.12 -0.26
C: -2.63 -0.03 -1.21
H: -2.26 -1.83 -2.37
C: -2.21 -1.50 -1.32
H: -2.51 2.42 -0.25
H: -0.88 -3.72 -0.93
C: -1.84 2.25 -1.12
C: -0.30 -2.82 -0.65
H: -0.81 4.08 -0.51
C: -0.58 3.12 -0.97
H: -0.12 3.31 -1.95
H: 3.09 -1.64 -0.24
H: 2.08 -1.79 1.74
H: 1.87 2.84 -0.32
H: 0.34 2.82 1.36
O: 1.57 -0.03 -1.89
C: 1.60 -0.18 -3.15
C: 1.39 1.01 -4.01
C: 1.87 -1.49 -3.75
H: -2.41 2.59 -1.98
H: 0.64 1.68 -3.55
H: 2.34 1.58 -4.08
H: 1.08 0.70 -5.01
H: 1.47 -2.32 -3.16
H: 1.43 -1.51 -4.75
H: 2.95 -1.65 -3.86
C: 1.01 -2.93 -0.19
H: 1.47 -3.91 -0.13
C: -0.73 -0.22 4.27
C: -0.16 0.47 3.04
O: -0.73 -0.05 1.82
H: -1.82 -0.14 4.31
H: -0.32 0.25 5.16
H: -0.45 -1.29 4.30
H: -0.39 1.54 3.04
H: 0.93 0.36 2.97
H: -1.30 -0.81 2.02


Copy entry 5 word for word.
C11H25N5O7Rh as an isolated structure at a distorted geometry, computed with ωB97M-V/def2-TZVPD.

Properties
net charge: +1
gap between HOMO and LUMO (alpha / beta): 5.80 / 5.59 eV
HOMO energy (alpha / beta): -10.2 / -12.0 eV
total energy: -36586.999 eV
spin multiplicity: 5

Positions of all 49 atoms, in Å:
O: 3.91 3.14 -1.45
H: 4.21 4.01 -1.15
Rh: 0.30 -0.07 0.44
N: 0.52 -2.01 0.49
N: 1.19 -0.31 -1.28
N: -0.99 0.01 1.92
N: -0.14 1.84 0.30
O: 0.24 -2.89 1.55
O: -1.42 -1.00 2.80
O: 0.29 2.78 -0.65
O: 1.20 0.60 -2.35
C: 1.43 -1.67 -1.64
C: 1.08 -2.57 -0.69
C: -1.53 1.17 2.09
C: -1.07 2.23 1.10
C: 1.23 -4.09 -0.76
H: 0.25 -4.56 -0.62
H: 1.89 -4.44 0.02
H: 1.62 -4.44 -1.71
C: 2.04 -1.96 -3.01
H: 2.96 -1.38 -3.13
H: 1.35 -1.65 -3.79
H: 2.28 -3.01 -3.16
C: -2.57 1.54 3.15
C: -1.71 3.62 1.13
H: -2.53 0.88 4.02
H: -3.58 1.46 2.74
H: -2.43 2.55 3.53
H: -1.63 4.13 0.17
H: -1.23 4.25 1.88
H: -2.78 3.57 1.35
H: -0.92 -1.78 2.50
H: 1.11 2.37 -1.00
C: 3.74 2.34 -0.34
H: 3.75 1.28 -0.56
H: 2.99 2.70 0.34
H: 4.66 2.45 0.24
O: 1.80 -0.33 2.22
H: 0.88 0.08 2.32
H: 1.67 -1.12 1.63
C: -3.09 -0.57 -2.07
C: -2.17 -0.89 -0.93
N: -2.47 -1.93 -0.12
O: -1.18 -0.17 -0.79
H: -3.95 -1.27 -2.12
H: -2.53 -0.64 -3.03
H: -3.49 0.46 -1.95
H: -1.88 -2.20 0.66
H: -3.31 -2.50 -0.29


Question: Number 4 is which compound?
Answer: C11H25N2O5P2Pt